Record 1
Here is a structure of composition C6H15NO in a non-equilibrium geometry from the OMol25 dataset. Energies are from ωB97M-V/def2-TZVPD.

The geometry in XYZ format:
```
23
Properties=species:S:1:pos:R:3:nbo_charge:R:1
C 0.9871 -1.0181 0.4546 0.155
C 0.6156 -2.3278 -0.1821 -0.663
C 0.5287 -0.7767 1.8621 -0.670
N 0.9040 0.5244 -0.7428 -0.685
H 2.0716 -0.9000 0.4105 0.166
H 1.0691 0.0844 -1.6460 0.399
H 1.5048 1.3384 -0.5855 0.377
H -0.4052 -2.6109 0.0632 0.246
H -0.5205 -1.0314 1.9897 0.246
H 1.3050 -3.1076 0.1830 0.208
H 0.7102 -2.3061 -1.2694 0.224
H 1.1470 -1.3893 2.5390 0.217
H 0.6729 0.2601 2.1685 0.219
C -0.8225 2.1180 0.2506 -0.652
C -0.6334 1.0214 -0.7889 0.389
C -1.4148 -0.1858 -0.5415 -0.902
O -0.8351 1.5642 -2.1175 -0.735
H -0.3898 2.4202 -2.1831 0.446
H -0.1594 2.9697 0.0596 0.184
H -0.6169 1.7457 1.2531 0.218
H -1.8518 2.4730 0.2148 0.241
H -1.5368 -0.8152 -1.4218 0.182
H -2.3301 -0.0507 0.0300 0.191
```

Values from the calculation:
**E_LUMO**: 0.63 eV
**Frontier orbital gap**: 6.25 eV

---

Record 2
Here is a cluster of 2 separate species, C6H15NO in total in a non-equilibrium geometry from the OMol25 dataset. Energies are from ωB97M-V/def2-TZVPD.

The geometry in XYZ format:
```
23
Properties=species:S:1:pos:R:3:nbo_charge:R:1
C -1.8834 -0.5710 -1.2918 -0.636
C -1.5813 0.1962 0.0027 0.090
C -2.8726 0.7068 0.6140 -0.620
O -0.7659 1.3517 -0.2090 -0.763
H -0.9567 -1.0338 -1.7733 0.195
H -2.3026 0.1799 -1.9771 0.214
H -2.5415 -1.4529 -1.0771 0.213
H -1.1004 -0.4528 0.7716 0.150
H -3.4192 -0.0755 1.1596 0.205
H -3.4847 1.1735 -0.1957 0.201
H -2.5939 1.5110 1.3140 0.224
H 0.0174 1.0732 -0.7189 0.493
C 2.0977 -0.5974 2.1998 -0.402
C 2.2985 0.1032 1.0483 -0.173
C 2.3430 -0.5331 -0.3442 -0.258
N 1.6327 0.2937 -1.3767 -0.865
H 2.1055 -0.1510 3.2018 0.207
H 1.8719 -1.6854 2.1920 0.190
H 2.5043 1.1888 1.0844 0.200
H 3.3608 -0.7883 -0.5433 0.188
H 1.7715 -1.4328 -0.2578 0.199
H 1.4295 -0.1912 -2.2328 0.376
H 2.0695 1.1871 -1.5905 0.371
```

Values from the calculation:
**E_LUMO**: 0.94 eV
**Frontier orbital gap**: 10.44 eV

---

Record 3
Here is a cluster of 2 separate species, C6H15NO in total in a non-equilibrium geometry from the OMol25 dataset. Energies are from ωB97M-V/def2-TZVPD.

The geometry in XYZ format:
```
23
Properties=species:S:1:pos:R:3:nbo_charge:R:1
C 1.4616 0.4459 2.1432 -0.540
C 0.5064 -0.5065 2.1057 0.335
C -0.6157 -0.7162 3.1497 -0.683
O 0.3253 -1.3800 1.0641 -0.685
H 1.6420 1.0163 3.0785 0.213
H 2.0819 0.6792 1.2843 0.215
H -0.3513 -0.2382 4.1085 0.232
H -1.5044 -0.2198 2.7172 0.223
H -0.8576 -1.7994 3.3407 0.211
H -0.5007 -1.8841 1.1946 0.479
C -1.3673 -0.8341 -2.7389 -0.617
C -0.4527 -0.2337 -1.6747 -0.220
N 0.1662 1.0155 -2.1437 -0.630
C 1.1630 1.6286 -1.2041 -0.415
H -1.4858 -1.9305 -2.5192 0.209
H -0.8256 -0.6747 -3.7243 0.222
H -2.4027 -0.3180 -2.6950 0.195
H 0.3609 -0.9694 -1.5601 0.192
H -1.0384 -0.1694 -0.7431 0.156
H -0.5678 1.7081 -2.3121 0.345
H 1.5711 2.5497 -1.6484 0.199
H 0.6921 1.8984 -0.2324 0.173
H 1.9996 0.9322 -0.9905 0.193
```

Values from the calculation:
**E_LUMO**: 0.73 eV
**Frontier orbital gap**: 9.37 eV

---

Record 4
Here is a cluster of 2 separate species, C6H15NO in total in a non-equilibrium geometry from the OMol25 dataset. Energies are from ωB97M-V/def2-TZVPD.

The geometry in XYZ format:
```
23
Properties=species:S:1:pos:R:3:lowdin_spin:R:1
C 2.7753 0.2869 0.2763 0.002
C 1.5480 1.1173 0.7441 0.049
C 0.7135 1.6657 -0.4586 0.059
N -2.0900 0.6430 -0.0130 0.197
C -1.2052 0.0096 -0.7683 0.182
C 0.0363 0.5362 -1.1455 0.424
C -1.5421 -1.3518 -1.2692 0.025
H 2.6910 -0.0548 -0.7568 0.000
H 3.6660 0.9126 0.3259 0.000
H 2.8479 -0.6203 0.8654 0.001
H 0.9467 0.5291 1.4329 0.000
H 1.9011 2.0274 1.1991 0.004
H 1.4069 2.1078 -1.1721 0.008
H -0.0341 2.3723 -0.1235 0.006
H -2.5437 0.0651 0.6932 0.008
H -1.7561 1.5049 0.4129 0.004
H 0.6748 -0.0131 -1.8205 0.015
H -0.7208 -2.0595 -1.1747 0.005
H -1.7790 -1.3018 -2.3407 0.010
H -2.4006 -1.8320 -0.8207 0.000
H -0.6945 -3.0694 1.8993 0.000
H 0.0206 -2.0065 1.1650 0.000
O -0.4287 -2.1469 2.0128 0.000
```

Values from the calculation:
**E_LUMO (spin up / spin down)**: -3.52 / -6.90 eV
**Multiplicity**: 2
**Net charge**: +1
**Frontier orbital gap (spin up / spin down)**: 10.69 / 8.37 eV

---

Record 5
Here is a cluster of 3 separate species, C6H15NO2 in total in a non-equilibrium geometry from the OMol25 dataset. Energies are from ωB97M-V/def2-TZVPD.

The geometry in XYZ format:
```
24
Properties=species:S:1:pos:R:3:nbo_charge:R:1
C -0.5723 3.4296 -0.6044 -0.712
C -0.3436 1.9734 -0.2858 0.512
O -1.0318 1.4909 0.7356 -0.707
N 0.3912 1.1561 -0.9428 -0.245
O 0.9269 1.5407 -2.1638 -0.561
H 0.3790 3.9641 -0.6672 0.222
H -1.1731 3.8635 0.1910 0.248
H -1.0868 3.5380 -1.5608 0.237
H -1.0970 0.4019 0.6768 0.523
H 1.0674 2.5009 -2.2014 0.444
C -1.6503 -1.3305 0.2399 -0.560
C -0.5977 -1.9249 -0.3621 -0.043
C 0.0197 -3.2051 0.0825 -0.664
H -2.0691 -1.7624 1.1372 0.203
H -2.3326 -0.7390 -0.3556 0.229
H -0.2468 -1.5300 -1.3060 0.213
H -0.3435 -3.5105 1.0612 0.213
H 1.1050 -3.1104 0.1047 0.228
H -0.2137 -3.9877 -0.6433 0.231
C 1.7713 -0.5740 1.3670 -0.876
H 1.0029 -1.0312 1.9825 0.203
H 2.0523 0.3668 1.8305 0.212
H 2.6295 -1.2303 1.3144 0.205
H 1.4130 -0.2898 0.3699 0.246
```

Values from the calculation:
**E_LUMO**: 0.87 eV
**Frontier orbital gap**: 9.71 eV

---

Record 6
Here is a cluster of 2 separate species, C6H15NO2 in total in a non-equilibrium geometry from the OMol25 dataset. Energies are from ωB97M-V/def2-TZVPD.

The geometry in XYZ format:
```
24
Properties=species:S:1:pos:R:3:nbo_charge:R:1
C -1.5807 -0.8568 1.3222 -0.657
C -1.1177 -0.1028 0.0680 0.406
C -2.2919 0.1981 -0.8560 -0.621
O -0.5424 1.1577 0.4519 -0.755
N -0.0981 -0.8065 -0.7080 -0.654
C 1.1370 -1.2324 -0.0660 -0.326
C 1.8903 -0.1464 0.7015 0.467
O 1.4190 0.3875 1.7362 -0.646
H -0.7530 -1.0289 2.0085 0.221
H -2.3428 -0.2786 1.8431 0.223
H -2.0017 -1.8234 1.0422 0.207
H -1.9381 0.7344 -1.7345 0.226
H -2.7855 -0.7230 -1.1687 0.204
H -3.0161 0.8170 -0.3296 0.224
H 0.1415 0.9542 1.2308 0.507
H -0.5047 -1.5463 -1.2617 0.375
H 1.7909 -1.6115 -0.8545 0.215
H 0.9976 -2.0408 0.6741 0.205
H 2.9806 -0.2474 0.6185 0.158
C 1.8169 1.5516 -0.9076 -1.024
H 0.6597 1.3619 -0.3615 0.371
H 2.3623 0.8838 -1.5682 0.218
H 2.4878 2.1571 -0.3045 0.212
H 1.2892 2.2416 -1.5761 0.244
```

Values from the calculation:
**E_LUMO**: 0.72 eV
**Frontier orbital gap**: 9.63 eV

---

Record 7
Here is a cluster of 2 separate species, C6H15NO2 in total in a non-equilibrium geometry from the OMol25 dataset. Energies are from ωB97M-V/def2-TZVPD.

The geometry in XYZ format:
```
24
Properties=species:S:1:pos:R:3:nbo_charge:R:1
C -0.8173 1.5510 -1.9905 -0.414
N 0.5344 1.1347 -1.6709 -0.621
C 0.7092 0.4711 -0.3860 -0.047
C 2.2018 0.4487 -0.0606 -0.606
C 0.0891 -0.9534 -0.3282 -0.547
C -0.6254 -1.3229 0.9511 0.702
C 0.1002 -1.0930 2.2482 -0.727
O -1.6043 -2.1295 0.9155 -0.698
H -1.5425 0.7255 -2.0835 0.155
H -1.1761 2.2251 -1.2102 0.194
H -0.8089 2.0983 -2.9331 0.210
H 0.9255 0.5708 -2.4181 0.352
H 0.1953 1.1000 0.3482 0.200
H 2.3925 -0.0003 0.9126 0.206
H 2.5959 1.4632 -0.0587 0.224
H 2.7438 -0.1277 -0.8125 0.200
H 0.8765 -1.7019 -0.4684 0.238
H -0.6256 -1.0950 -1.1416 0.230
H 1.0239 -1.6750 2.2461 0.235
H 0.3427 -0.0388 2.3751 0.235
H -0.5225 -1.4169 3.0790 0.241
O -2.1778 0.1820 1.1160 -0.952
H -2.4775 -0.8790 1.1625 0.521
H -2.3531 0.4631 0.2078 0.470
```

Values from the calculation:
**E_LUMO**: 0.84 eV
**Frontier orbital gap**: 9.82 eV

---

Record 8
Here is an isolated molecule of C6H15NO2 in a non-equilibrium geometry from the OMol25 dataset. Energies are from ωB97M-V/def2-TZVPD.

The geometry in XYZ format:
```
24
Properties=species:S:1:pos:R:3:nbo_charge:R:1
C 1.9603 -1.9227 0.6282 -0.648
C 1.6552 -0.5228 0.1090 0.106
O 2.0007 -0.3830 -1.2561 -0.732
C 0.0827 -0.1582 0.2560 0.250
C -0.7703 -1.1392 -0.5409 -0.673
O -0.2032 -0.2273 1.6325 -0.728
C -0.0372 1.2640 -0.2788 -0.427
C -1.3703 1.9914 0.1900 -0.215
N -2.5611 1.3712 -0.3697 -0.853
H 1.5772 -2.0238 1.6395 0.234
H 3.0374 -2.0962 0.6487 0.201
H 1.5025 -2.6754 -0.0101 0.210
H 2.2162 0.2059 0.7163 0.157
H 2.8880 -0.7381 -1.3816 0.471
H -0.3561 -1.2505 -1.5392 0.227
H -0.7833 -2.1095 -0.0494 0.209
H -1.7872 -0.7612 -0.6139 0.242
H -1.1634 -0.2354 1.7191 0.473
H -0.0116 1.2389 -1.3661 0.215
H 0.7889 1.8718 0.0892 0.212
H -1.2647 3.0511 -0.0942 0.165
H -1.4470 1.9581 1.2799 0.187
H -3.3995 1.8295 -0.0274 0.361
H -2.5546 1.4612 -1.3809 0.354
```

Values from the calculation:
**E_LUMO**: 0.91 eV
**Frontier orbital gap**: 10.08 eV

---

Total energy: -9998.397; -10001.768; -10001.325; -9994.886; -12047.312; -12047.797; -12049.235; -12050.228 (eV)
ΔE to the lowest compared entry with this formula, charge and spin: 517.13; 191.94; 234.62; 34.09; 395.49; 348.71; 209.93; 114.17 (kJ/mol)